(1)
54
Properties=species:S:1:pos:R:3 method="wB97M-V/def2-TZVPD" homo_lumo_gap_ev=9.516 e_above_lowest_kcal_mol=114.0 total_energy_ev=-35332.1728
O -1.599 3.373 2.032
C -2.440 2.871 1.278
C -2.840 1.397 1.402
C -2.406 0.740 0.116
C -0.876 0.774 0.110
N 0.909 -1.696 -1.698
C 0.036 -1.065 -1.060
N -0.153 0.303 -1.091
H -2.877 3.456 0.536
H -2.315 0.847 2.250
H -3.845 1.156 1.731
H -2.745 1.252 -0.813
H -2.771 -0.353 -0.017
H -0.725 2.006 0.078
H -0.372 0.540 1.080
H 1.458 -1.284 -2.423
H -0.655 -1.671 -0.425
H 0.595 0.966 -1.193
H -3.119 -3.689 0.480
H -3.597 -2.279 0.879
O -3.385 -3.187 1.135
H -0.256 2.096 3.370
H 1.200 1.836 2.782
O 0.416 1.433 3.161
H 3.964 0.437 -0.531
H 4.448 0.487 1.129
O 4.487 0.862 0.211
H 1.405 2.319 -3.414
H 2.320 2.556 -1.991
O 1.724 1.912 -2.505
H 0.780 -0.732 1.663
H 0.719 -2.146 1.482
O 1.103 -1.366 1.066
H -1.752 1.242 -4.241
H -0.780 1.138 -2.832
O -1.217 1.688 -3.528
H 3.925 -2.023 0.775
H 2.663 -1.279 1.262
O 3.692 -1.361 1.450
H -0.572 3.726 -2.718
H -0.136 2.848 -1.635
O -0.676 3.622 -1.754
H -0.714 -4.365 -0.761
H -1.646 -4.304 -2.020
O -1.666 -4.032 -1.077
H 3.219 2.563 -0.023
H 2.145 3.857 0.036
O 2.346 3.042 -0.341
H 1.760 -4.867 -0.534
H 0.954 -3.624 -0.738
O 0.791 -4.520 -0.396
H -1.389 -3.089 1.945
H -0.272 -4.035 1.538
O -0.411 -3.234 2.012



(2)
85
Properties=species:S:1:pos:R:3 method="wB97M-V/def2-TZVPD" homo_lumo_gap_ev=6.348 total_energy_ev=-74784.1400 charge=-1
C 4.003 -3.222 1.284
C 4.307 -1.839 1.331
C 3.520 -0.827 2.215
Nb 2.216 0.692 1.077
C 0.934 -0.886 0.074
C 1.374 -1.435 -1.345
O 2.671 -2.054 -1.419
C 3.675 0.873 -0.657
C 3.163 1.312 -2.055
O 2.086 1.715 -2.456
Cl 4.438 1.142 -3.415
C 3.494 2.322 2.125
C 3.414 2.251 3.713
C 4.824 2.764 4.320
Cl 2.099 3.355 4.413
O 1.053 0.731 2.804
C -0.328 0.435 2.639
C -0.745 -1.056 3.110
C -2.255 -1.274 2.675
C -3.029 -2.395 3.520
P 0.745 2.663 0.261
O 0.242 3.469 1.507
H 3.580 -3.708 2.214
H 4.217 -3.840 0.361
H 5.197 -1.458 0.729
H 2.811 -1.418 2.893
H 4.264 -0.289 2.900
H 0.930 -1.792 0.784
H -0.176 -0.616 -0.043
H 1.236 -0.696 -2.211
H 0.621 -2.273 -1.600
H 2.702 -2.755 -2.090
H 4.493 1.630 -0.374
H 4.276 -0.089 -0.837
H 4.574 2.164 1.769
H 3.172 3.371 1.791
H 3.227 1.217 4.121
H 5.506 1.891 4.600
H 4.684 3.415 5.235
H 5.406 3.375 3.554
H -0.888 1.110 3.383
H -0.795 0.664 1.636
H -0.722 -1.081 4.255
H -0.020 -1.850 2.765
H -2.806 -0.294 2.904
H -2.393 -1.419 1.548
H -4.064 -2.502 3.041
H -2.549 -3.423 3.433
H -3.219 -2.089 4.595
H -0.465 2.170 -0.370
H 1.410 3.547 -0.652
C -0.448 5.246 -6.198
C -0.008 4.424 -4.989
C 0.663 5.264 -3.884
O 2.005 5.645 -4.169
C 2.129 6.778 -5.008
N 0.864 3.336 -5.445
H 0.387 5.519 -6.846
H -1.150 4.673 -6.810
H -0.955 6.164 -5.886
H -0.911 3.979 -4.557
H 0.721 4.646 -2.983
H 0.059 6.141 -3.621
H 1.333 7.509 -4.834
H 2.141 6.472 -6.057
H 3.088 7.254 -4.794
H 1.074 2.734 -4.651
H 1.767 3.750 -5.677
C -7.026 -5.409 -0.491
C -6.569 -6.212 0.723
C -5.890 -5.353 1.809
O -4.555 -4.969 1.505
C -4.446 -3.845 0.648
N -5.694 -7.302 0.271
H -6.201 -5.141 -1.152
H -7.732 -5.995 -1.087
H -7.535 -4.491 -0.186
H -7.463 -6.657 1.172
H -5.818 -5.959 2.719
H -6.496 -4.476 2.067
H -5.244 -3.116 0.820
H -4.443 -4.167 -0.395
H -3.488 -3.362 0.845
H -5.471 -7.893 1.069
H -4.797 -6.886 0.023



(3)
15
Properties=species:S:1:pos:R:3 method="wB97M-V/def2-TZVPD" homo_lumo_gap_ev=5.571 e_above_lowest_kcal_mol=5.3 total_energy_ev=-90730.3934 charge=-2
C -0.626 1.716 0.634
C 0.858 1.474 0.363
C 1.450 0.243 0.468
O -1.136 -2.652 -0.434
O 0.615 -2.154 1.420
O 0.936 -4.123 -0.278
O 1.070 -1.517 -0.972
P 0.290 -2.477 -0.035
Br 3.198 0.178 -0.145
H -1.103 0.779 0.666
H -0.782 2.177 1.568
H -0.849 2.319 -0.204
H 0.239 -4.463 -0.808
H 1.264 2.280 -0.365
H 1.137 -0.667 1.080



(4)
25
Properties=species:S:1:pos:R:3 method="wB97M-V/def2-TZVPD" homo_lumo_gap_ev=9.137 e_above_lowest_kcal_mol=0.0 total_energy_ev=-16950.3929 charge=-1
C 1.678 -0.148 -0.074
C -0.409 -1.790 0.276
C 0.737 -2.844 0.337
C 0.014 1.935 0.429
C -1.098 0.771 -1.543
C -2.150 0.623 0.838
C -0.850 0.700 -0.023
N 2.072 0.136 -1.310
N 2.463 0.266 0.902
N 3.170 0.794 -1.074
N 3.469 0.810 0.201
N -0.030 -0.490 0.293
O -1.580 -2.230 0.191
H 0.824 -3.290 -0.719
H 0.411 -3.606 0.974
H 1.588 -2.343 0.841
H 0.846 2.104 -0.218
H -0.575 2.713 0.245
H 0.566 1.820 1.394
H -1.467 -0.228 -1.832
H -0.061 1.009 -1.839
H -1.865 1.542 -1.735
H -2.070 0.293 1.912
H -2.707 1.587 1.010
H -2.980 -0.137 0.524



(5)
96
Properties=species:S:1:pos:R:3 method="wB97M-V/def2-TZVPD" homo_lumo_gap_ev=7.673 e_above_lowest_kcal_mol=0.0 total_energy_ev=-69892.8972 charge=+1
K 15.351 7.450 11.028
C 20.049 7.412 9.866
C 20.743 7.835 10.989
C 20.093 7.807 12.214
C 18.713 7.436 12.291
N 18.052 7.110 11.132
C 18.727 7.022 9.975
C 18.008 7.381 13.579
C 18.720 7.231 14.796
C 18.055 7.298 16.018
C 16.687 7.592 16.034
C 16.042 7.759 14.823
N 16.643 7.573 13.635
H 20.539 7.435 8.909
H 21.751 8.190 10.876
H 20.608 8.082 13.131
H 18.203 6.642 9.111
H 19.787 7.033 14.781
H 18.577 7.125 16.946
H 16.146 7.714 16.953
H 14.995 8.006 14.802
C 8.080 6.166 9.591
C 9.357 5.487 9.000
C 9.109 5.128 7.516
C 10.587 6.283 9.236
C 11.026 6.453 10.555
C 11.935 7.450 10.906
C 12.265 7.523 12.389
C 12.736 6.221 13.097
C 11.004 7.939 13.196
C 12.342 8.367 9.874
C 12.273 7.891 8.507
C 11.378 6.873 8.230
C 13.076 8.476 7.362
C 12.168 9.244 6.377
C 13.884 7.428 6.536
C 12.346 9.897 10.109
C 11.089 10.432 10.470
C 10.798 11.792 10.489
C 11.802 12.688 10.182
C 13.066 12.205 9.886
C 13.401 10.855 9.901
P 15.185 10.464 10.058
C 15.706 11.347 11.727
C 17.094 10.869 12.275
C 14.634 11.067 12.841
C 15.795 12.868 11.533
C 16.182 11.254 8.584
C 17.702 11.365 8.902
C 16.125 10.271 7.348
C 15.620 12.603 8.135
H 7.171 5.600 9.358
H 7.968 7.188 9.180
H 8.152 6.279 10.693
H 9.474 4.521 9.549
H 8.836 6.010 6.898
H 8.281 4.409 7.416
H 9.999 4.636 7.047
H 10.589 5.824 11.320
H 13.045 8.298 12.550
H 11.882 5.622 13.443
H 13.337 6.412 14.009
H 13.331 5.489 12.504
H 10.227 7.161 13.263
H 10.527 8.836 12.763
H 11.315 8.213 14.218
H 11.259 6.560 7.207
H 13.775 9.210 7.801
H 11.554 8.572 5.741
H 12.753 9.866 5.694
H 11.492 9.928 6.927
H 13.223 6.708 6.030
H 14.555 6.850 7.199
H 14.499 7.921 5.761
H 10.312 9.734 10.720
H 9.808 12.154 10.745
H 11.638 13.751 10.194
H 13.850 12.887 9.634
H 17.140 9.781 12.490
H 17.272 11.389 13.246
H 17.947 11.083 11.608
H 14.476 9.995 13.017
H 13.655 11.504 12.619
H 15.013 11.427 13.812
H 16.511 13.172 10.739
H 16.198 13.325 12.466
H 14.820 13.336 11.352
H 18.174 10.365 9.011
H 17.935 11.950 9.805
H 18.209 11.864 8.049
H 16.280 9.214 7.631
H 16.954 10.526 6.631
H 15.178 10.330 6.798
H 15.683 13.412 8.899
H 14.568 12.539 7.800
H 16.230 12.980 7.285



(6)
15
Properties=species:S:1:pos:R:3 method="wB97M-V/def2-TZVPD" homo_lumo_gap_ev="4.839 / 6.212" s2=0.76 e_above_lowest_kcal_mol=27.2 multiplicity=2 total_energy_ev=-6817.5543 charge=-1
C 0.642 -1.057 1.169
C -0.265 -1.021 -0.106
C -0.196 0.284 -0.863
C 0.520 0.332 -2.037
C -0.998 1.871 0.661
N -1.071 1.327 -0.577
H 1.118 -0.101 1.385
H 1.488 -1.762 1.200
H 0.112 -1.297 2.113
H 0.116 -1.813 -0.750
H -1.282 -1.248 0.180
H 1.458 -0.215 -2.019
H 0.121 0.815 -2.909
H -1.772 1.902 1.440
H 0.008 1.983 1.112



(7)
15
Properties=species:S:1:pos:R:3 method="wB97M-V/def2-TZVPD" homo_lumo_gap_ev=10.612 e_above_lowest_kcal_mol=45.2 total_energy_ev=-7830.3590 smiles="CCNCC=O"
C 1.602 1.626 0.541
C 0.707 0.414 0.732
N -0.175 0.179 -0.411
C -1.056 -0.962 -0.125
C -1.627 -1.575 -1.351
O -2.366 -2.518 -1.403
H 1.535 1.921 -0.503
H 2.629 1.292 0.704
H 1.531 2.509 1.168
H 0.141 0.399 1.684
H 1.276 -0.498 0.957
H -0.792 0.985 -0.483
H -0.309 -1.740 0.127
H -1.827 -0.927 0.648
H -1.270 -1.105 -2.286



(8)
46
Properties=species:S:1:pos:R:3 method="wB97M-V/def2-TZVPD" homo_lumo_gap_ev=6.417 e_above_lowest_kcal_mol=16.3 total_energy_ev=-92711.0277
Rb -0.175 -0.048 0.294
Cl -3.364 2.585 1.587
C -3.263 2.378 -0.151
C -2.162 1.709 -0.652
C -2.159 1.545 -2.026
Cl -0.802 0.695 -2.734
C -3.165 2.003 -2.873
Cl -3.114 1.735 -4.582
C -4.240 2.693 -2.315
Cl -5.502 3.300 -3.324
C -4.294 2.889 -0.936
Cl -5.624 3.749 -0.240
C 5.099 -1.041 -3.001
C 4.569 -2.321 -2.891
C 3.510 -2.561 -2.038
C 2.978 -1.514 -1.280
C 3.519 -0.235 -1.384
C 4.569 0.001 -2.253
N 1.933 -1.685 -0.354
N 1.264 -2.711 -0.493
C 0.264 -3.111 0.396
C 0.583 -4.068 1.366
C -0.441 -4.619 2.106
C -1.751 -4.228 1.855
C -1.963 -3.274 0.877
N -0.986 -2.715 0.165
H 5.933 -0.859 -3.666
H 4.984 -3.134 -3.473
H 3.084 -3.548 -1.930
H 3.101 0.567 -0.789
H 4.985 0.995 -2.344
H 1.614 -4.364 1.506
H -0.224 -5.361 2.863
H -2.580 -4.652 2.402
H -2.963 -2.922 0.647
C 1.041 -0.144 6.280
N 1.110 -0.368 4.852
C 0.341 0.240 3.909
N -0.655 1.046 4.356
O 0.554 0.066 2.707
H 1.824 -0.722 6.762
H 0.083 -0.476 6.689
H 1.188 0.909 6.536
H 1.891 -0.872 4.476
H -0.926 1.077 5.321
H -1.277 1.442 3.670



(9)
11
Properties=species:S:1:pos:R:3 method="wB97M-V/def2-TZVPD" homo_lumo_gap_ev=10.511 e_above_lowest_kcal_mol=69.0 total_energy_ev=-8774.7040 smiles="O=CCNC=O"
O -1.603 1.581 -0.153
C -1.674 0.380 -0.043
C -0.482 -0.519 -0.194
N 0.710 0.235 -0.344
C 1.899 0.007 0.496
O 1.915 -0.466 1.606
H -2.631 -0.129 0.166
H -0.369 -1.155 0.688
H -0.661 -1.194 -1.057
H 0.585 1.207 -0.631
H 2.313 0.050 -0.535



(10)
19
Properties=species:S:1:pos:R:3 method="wB97M-V/def2-TZVPD" homo_lumo_gap_ev="6.769 / 6.767" e_above_lowest_kcal_mol=2.1 total_energy_ev=-29737.3884
Rh 0.799 -0.453 0.526
N 0.965 0.957 -0.874
C -0.208 1.868 -0.726
C -1.433 0.986 -0.468
O -2.516 1.233 -0.954
N -1.120 -0.060 0.343
C -1.918 -1.269 0.268
C -1.094 -2.265 -0.533
O -1.503 -3.235 -1.098
O 0.217 -1.951 -0.542
H 1.854 1.444 -0.790
H 0.948 0.489 -1.778
H -0.355 2.477 -1.615
H -0.028 2.511 0.135
H -2.887 -1.089 -0.191
H -2.078 -1.675 1.270
S 4.384 0.286 3.422
C 3.359 -0.014 2.249
N 2.612 -0.241 1.354



(11)
14
Properties=species:S:1:pos:R:3 method="wB97M-V/def2-TZVPD" homo_lumo_gap_ev=10.083 e_above_lowest_kcal_mol=46.9 total_energy_ev=-77832.1433 charge=+1
C 0.739 1.394 -0.071
C -0.325 1.323 0.690
C 1.261 0.126 -0.678
C -0.728 -0.745 0.553
N 0.228 -0.957 -0.540
O -1.965 -1.027 0.083
Br -1.407 2.374 1.707
H 1.309 2.292 -0.262
H 1.496 0.286 -1.730
H 2.178 -0.177 -0.165
H -0.443 -1.143 1.522
H -0.380 -0.966 -1.374
H 0.696 -1.868 -0.481
H -2.658 -0.910 0.745



(12)
97
Properties=species:S:1:pos:R:3 method="wB97M-V/def2-TZVPD" homo_lumo_gap_ev=6.196 total_energy_ev=-125614.1575 charge=-1
C -3.401 -2.066 -0.425
C -2.697 -1.205 -0.945
C -1.949 0.075 -1.432
I -0.990 0.915 0.388
O -0.957 -0.493 -2.285
B -0.682 0.520 -3.337
N 0.451 1.468 -2.959
C 1.714 0.756 -2.667
C 2.772 1.699 -1.887
O -2.041 1.092 -3.527
C -2.752 1.226 -2.250
C -2.338 2.716 -1.870
C -3.277 3.761 -1.693
C -4.247 0.980 -2.711
C -5.315 0.733 -1.553
C -6.753 1.292 -2.003
Br -4.775 1.333 0.248
H -3.793 -3.072 -0.129
H -0.516 -0.051 -4.387
H 0.651 1.991 -3.828
H 2.261 0.417 -3.611
H 1.592 -0.157 -2.016
H 2.280 2.675 -1.580
H 3.697 1.868 -2.525
H 3.108 1.206 -0.919
H -1.249 3.021 -1.769
H -3.255 4.253 -0.668
H -4.018 4.061 -2.488
H -4.552 1.899 -3.310
H -4.223 0.082 -3.409
H -5.453 -0.394 -1.482
H -6.885 1.097 -3.108
H -7.531 0.772 -1.364
H -6.753 2.389 -1.732
C -0.014 -3.961 0.889
C -0.445 -5.218 1.619
O -1.785 -5.557 1.274
H -0.674 -3.128 1.138
H 1.011 -3.690 1.151
H -0.074 -4.103 -0.193
H -0.405 -5.066 2.699
H 0.208 -6.060 1.364
H -1.812 -5.699 0.320
C 6.326 -1.408 0.752
C 5.056 -0.591 0.618
O 4.052 -1.354 -0.037
H 6.688 -1.719 -0.231
H 7.111 -0.832 1.250
H 6.140 -2.319 1.327
H 5.237 0.307 0.026
H 4.681 -0.287 1.602
H 3.891 -2.142 0.499
C -2.525 0.884 4.516
C -1.829 -0.366 4.017
O -1.316 -1.119 5.118
H -1.833 1.505 5.091
H -2.916 1.471 3.682
H -3.353 0.626 5.184
H -0.993 -0.104 3.369
H -2.519 -0.997 3.450
H -2.064 -1.354 5.682
C 5.955 3.825 -5.805
C 5.518 2.572 -5.069
O 4.191 2.221 -5.435
H 5.283 4.656 -5.578
H 6.973 4.108 -5.526
H 5.917 3.671 -6.887
H 5.536 2.737 -3.991
H 6.182 1.732 -5.302
H 4.181 2.067 -6.388
C -1.097 -1.557 8.987
C 0.336 -1.388 8.516
O 0.600 -2.247 7.417
H -1.283 -2.592 9.282
H -1.309 -0.904 9.837
H -1.798 -1.323 8.181
H 1.033 -1.642 9.316
H 0.525 -0.354 8.208
H -0.014 -2.011 6.708
C -6.653 5.481 -6.077
C -5.890 4.755 -4.986
O -6.339 5.186 -3.706
H -6.516 6.561 -5.987
H -6.316 5.164 -7.067
H -7.727 5.287 -5.993
H -4.822 4.968 -5.059
H -6.032 3.672 -5.063
H -7.281 4.986 -3.646
C 6.497 -5.589 4.387
C 6.502 -4.636 3.207
O 5.244 -3.982 3.094
H 5.708 -6.336 4.272
H 7.457 -6.103 4.479
H 6.296 -5.052 5.317
H 6.682 -5.180 2.278
H 7.285 -3.879 3.321
H 5.094 -3.495 3.914



What did the twelfth record say?
97
Properties=species:S:1:pos:R:3 method="wB97M-V/def2-TZVPD" homo_lumo_gap_ev=6.196 total_energy_ev=-125614.1575 charge=-1
C -3.401 -2.066 -0.425
C -2.697 -1.205 -0.945
C -1.949 0.075 -1.432
I -0.990 0.915 0.388
O -0.957 -0.493 -2.285
B -0.682 0.520 -3.337
N 0.451 1.468 -2.959
C 1.714 0.756 -2.667
C 2.772 1.699 -1.887
O -2.041 1.092 -3.527
C -2.752 1.226 -2.250
C -2.338 2.716 -1.870
C -3.277 3.761 -1.693
C -4.247 0.980 -2.711
C -5.315 0.733 -1.553
C -6.753 1.292 -2.003
Br -4.775 1.333 0.248
H -3.793 -3.072 -0.129
H -0.516 -0.051 -4.387
H 0.651 1.991 -3.828
H 2.261 0.417 -3.611
H 1.592 -0.157 -2.016
H 2.280 2.675 -1.580
H 3.697 1.868 -2.525
H 3.108 1.206 -0.919
H -1.249 3.021 -1.769
H -3.255 4.253 -0.668
H -4.018 4.061 -2.488
H -4.552 1.899 -3.310
H -4.223 0.082 -3.409
H -5.453 -0.394 -1.482
H -6.885 1.097 -3.108
H -7.531 0.772 -1.364
H -6.753 2.389 -1.732
C -0.014 -3.961 0.889
C -0.445 -5.218 1.619
O -1.785 -5.557 1.274
H -0.674 -3.128 1.138
H 1.011 -3.690 1.151
H -0.074 -4.103 -0.193
H -0.405 -5.066 2.699
H 0.208 -6.060 1.364
H -1.812 -5.699 0.320
C 6.326 -1.408 0.752
C 5.056 -0.591 0.618
O 4.052 -1.354 -0.037
H 6.688 -1.719 -0.231
H 7.111 -0.832 1.250
H 6.140 -2.319 1.327
H 5.237 0.307 0.026
H 4.681 -0.287 1.602
H 3.891 -2.142 0.499
C -2.525 0.884 4.516
C -1.829 -0.366 4.017
O -1.316 -1.119 5.118
H -1.833 1.505 5.091
H -2.916 1.471 3.682
H -3.353 0.626 5.184
H -0.993 -0.104 3.369
H -2.519 -0.997 3.450
H -2.064 -1.354 5.682
C 5.955 3.825 -5.805
C 5.518 2.572 -5.069
O 4.191 2.221 -5.435
H 5.283 4.656 -5.578
H 6.973 4.108 -5.526
H 5.917 3.671 -6.887
H 5.536 2.737 -3.991
H 6.182 1.732 -5.302
H 4.181 2.067 -6.388
C -1.097 -1.557 8.987
C 0.336 -1.388 8.516
O 0.600 -2.247 7.417
H -1.283 -2.592 9.282
H -1.309 -0.904 9.837
H -1.798 -1.323 8.181
H 1.033 -1.642 9.316
H 0.525 -0.354 8.208
H -0.014 -2.011 6.708
C -6.653 5.481 -6.077
C -5.890 4.755 -4.986
O -6.339 5.186 -3.706
H -6.516 6.561 -5.987
H -6.316 5.164 -7.067
H -7.727 5.287 -5.993
H -4.822 4.968 -5.059
H -6.032 3.672 -5.063
H -7.281 4.986 -3.646
C 6.497 -5.589 4.387
C 6.502 -4.636 3.207
O 5.244 -3.982 3.094
H 5.708 -6.336 4.272
H 7.457 -6.103 4.479
H 6.296 -5.052 5.317
H 6.682 -5.180 2.278
H 7.285 -3.879 3.321
H 5.094 -3.495 3.914